# 1
12
Properties=species:S:1:pos:R:3:forces:R:3:nbo_charge:R:1 method="wB97M-V/def2-TZVPD" orbital_gap_ev=9.74 total_charge=0 spin_multiplicity=1 de_lowest_ev=4.3888 smiles="C1=NC[C@@H]2CN12" e_tot_ha=-265.37429 max_force_ha_per_bohr=0.183
C 0.824 0.607 -0.768 -4.756 -6.012 -5.422 0.2041
N 0.041 -0.171 -1.581 0.724 1.285 3.794 -0.4123
C -0.908 -0.904 -0.519 -3.440 1.489 -1.819 -0.3118
C -0.308 -0.577 0.901 0.034 -3.800 -1.742 -0.1029
C -0.192 0.766 1.352 -2.386 4.725 -2.369 -0.2202
N 0.782 0.219 0.486 4.340 1.178 3.953 -0.4361
H 1.525 1.127 -1.302 1.872 1.944 -0.400 0.2103
H -1.904 -0.210 -0.749 2.159 -1.882 0.973 0.2106
H -1.335 -1.985 -0.772 1.755 2.208 0.588 0.2387
H 0.083 -1.348 1.644 -1.139 0.587 -1.249 0.2238
H -0.744 1.630 0.774 0.337 -1.901 1.382 0.1896
H 0.123 1.100 2.271 0.500 0.177 2.312 0.2061


# 2
12
Properties=species:S:1:pos:R:3:forces:R:3:nbo_charge:R:1 method="wB97M-V/def2-TZVPD" orbital_gap_ev=10.49 total_charge=0 spin_multiplicity=1 de_lowest_ev=2.3360 smiles=N#CCN1CC1 e_tot_ha=-265.44973 max_force_ha_per_bohr=0.022
N -1.075 0.389 -2.982 0.635 0.200 0.900 -0.3114
C -0.424 0.617 -2.055 -0.506 -0.140 -0.859 0.2794
C 0.410 0.909 -0.879 0.111 0.119 -0.085 -0.3135
N 0.006 0.083 0.221 -0.453 0.345 0.054 -0.4119
C 0.878 -0.425 1.228 -0.125 -0.118 0.211 -0.2307
C 0.038 -1.343 0.344 0.183 -0.166 0.042 -0.2550
H 1.471 0.848 -1.174 -0.100 -0.165 0.064 0.2097
H 0.206 1.938 -0.566 0.179 -0.009 -0.250 0.2428
H 0.618 -0.249 2.269 -0.133 0.094 -0.154 0.1997
H 1.962 -0.321 1.040 -0.498 -0.535 -0.102 0.1846
H 0.612 -2.040 -0.266 0.073 0.532 -0.468 0.1931
H -0.971 -1.716 0.551 0.631 -0.156 0.646 0.2131